{
  "formula": "C9H8CsF9N5O3STe",
  "method": "ωB97M-V/def2-TZVPD",
  "total_energy_ha": -2432.4517,
  "e_lumo_ev": 2.07,
  "multiplicity": 1,
  "de_lowest_ev": 0.047,
  "gap_ev": 5.602,
  "largest_force_ev_per_a": 0.27,
  "charge": -1,
  "species": ["Cs", "N", "N", "C", "N", "N", "N", "O", "O", "H", "H", "H", "H", "H", "Te", "C", "C", "C", "C", "S", "H", "H", "H", "F", "C", "F", "F", "C", "O", "C", "F", "F", "F", "C", "F", "F", "F"],
  "coordinates": [[0.386557, -0.203468, -2.020228], [0.512078, -0.855352, 1.109842], [1.592597, -0.283427, 1.779573], [2.643783, 0.186674, 1.078592], [3.450532, 1.048955, 1.741228], [2.781179, -0.262465, -0.166153], [3.812836, 0.180519, -0.916733], [4.828019, 0.688544, -0.426889], [3.684458, 0.007617, -2.119520], [-0.233062, -0.166039, 1.037175], [0.213352, -1.716258, 1.550440], [1.424523, 0.160834, 2.671859], [2.974196, 1.707216, 2.339571], [4.231460, 1.391285, 1.197749], [-0.817874, -3.470910, -0.632450], [-2.297381, -4.776491, -1.368390], [-3.354973, -5.335009, -0.701630], [-4.151665, -6.195666, -1.504587], [-3.697514, -6.292043, -2.783843], [-2.292592, -5.325041, -2.998040], [-3.552565, -5.126190, 0.340293], [-5.025831, -6.719110, -1.139747], [-4.105461, -6.866099, -3.600467], [-0.909633, 4.486110, 2.102655], [-0.345269, 3.292912, 1.849516], [0.832814, 3.266522, 2.518931], [-1.114314, 2.361942, 2.421343], [-0.118874, 2.976746, 0.333244], [0.150317, 1.701662, 0.153752], [1.060856, 3.864635, -0.188144], [2.242685, 3.379807, 0.221911], [1.088832, 3.861300, -1.531306], [1.013532, 5.154085, 0.203997], [-1.412660, 3.386258, -0.445013], [-1.408723, 2.856507, -1.681662], [-1.578310, 4.715706, -0.598532], [-2.507908, 2.917736, 0.171661]],
  "atomic_forces_ev_per_a": [[-0.088, -0.035, -0.080], [-0.077, 0.012, 0.019], [0.060, -0.044, -0.070], [0.079, 0.125, -0.079], [-0.161, -0.028, -0.028], [0.005, -0.134, 0.228], [0.103, 0.128, 0.139], [-0.026, -0.037, -0.097], [0.010, 0.032, -0.047], [0.036, -0.002, 0.016], [0.029, 0.022, 0.015], [0.005, 0.012, -0.046], [0.051, -0.028, -0.001], [-0.052, -0.014, 0.036], [-0.035, -0.016, -0.022], [0.060, 0.073, 0.106], [0.032, 0.049, 0.019], [-0.061, -0.059, -0.024], [0.030, 0.015, -0.082], [-0.028, -0.026, 0.000], [0.010, 0.000, 0.003], [-0.005, -0.009, -0.018], [-0.029, -0.019, 0.019], [0.023, 0.018, -0.010], [-0.015, -0.029, 0.074], [0.059, 0.028, -0.004], [-0.018, -0.021, -0.010], [0.042, -0.064, -0.061], [0.049, -0.123, 0.031], [0.061, 0.118, 0.026], [-0.045, 0.007, -0.014], [0.010, 0.006, -0.032], [-0.008, -0.034, 0.010], [-0.136, 0.086, -0.145], [0.019, -0.015, 0.089], [-0.003, -0.026, 0.039], [0.014, 0.031, -0.003]]
}

{
  "formula": "C23H14N6O7",
  "method": "ωB97M-V/def2-TZVPD",
  "total_energy_ha": -1739.6129,
  "e_lumo_ev": -2.49,
  "multiplicity": 1,
  "gap_ev": 4.845,
  "largest_force_ev_per_a": 3.27,
  "species": ["C", "C", "C", "C", "C", "C", "N", "C", "C", "C", "C", "C", "C", "C", "C", "C", "O", "C", "C", "H", "H", "H", "H", "H", "H", "H", "H", "H", "H", "H", "H", "H", "O", "N", "C", "C", "N", "O", "C", "N", "O", "O", "C", "C", "N", "O", "O", "N", "C", "H"],
  "coordinates": [[-1.942748, 0.898312, 5.465219], [-1.895070, -0.478011, 5.204713], [-1.069691, -0.963971, 4.194574], [-0.233382, -0.093612, 3.473815], [0.690898, -0.722967, 2.466790], [1.717901, 0.024669, 1.843520], [2.251737, -0.410126, 0.643595], [2.221143, -1.736902, 0.315547], [2.962372, -2.261099, -0.725022], [3.748042, -1.431797, -1.502376], [3.703660, -0.044416, -1.281210], [2.878626, 0.490829, -0.244786], [2.720743, 1.869865, -0.098233], [3.492444, 2.745495, -0.874159], [4.367607, 2.236689, -1.852651], [4.462680, 0.868414, -2.066784], [0.460317, -1.937102, 2.213508], [-0.358815, 1.290554, 3.664158], [-1.195667, 1.781031, 4.675817], [-2.581243, 1.272853, 6.262075], [-2.502309, -1.188214, 5.763648], [-1.071453, -2.028678, 3.950469], [2.038625, 0.984202, 2.247320], [1.621152, -2.358101, 0.961102], [2.898396, -3.332459, -0.877159], [4.387633, -1.829782, -2.290494], [1.988395, 2.254320, 0.612593], [3.412588, 3.819712, -0.717386], [4.973996, 2.918686, -2.449822], [5.124114, 0.452333, -2.834621], [0.189051, 1.958941, 2.995064], [-1.271985, 2.856373, 4.833878], [6.374017, -2.487182, 8.305211], [6.412314, -2.411752, 7.089604], [6.127485, -1.452029, 6.135880], [6.289450, -2.035758, 4.864622], [6.715821, -3.325220, 4.983482], [6.784122, -3.544784, 6.341759], [5.833365, -1.291259, 3.680456], [6.155238, -1.622443, 2.307707], [6.828051, -2.619458, 1.997233], [5.733672, -0.792143, 1.450720], [5.108652, -0.092132, 3.867712], [5.123053, 0.498491, 5.139766], [4.842696, 1.805902, 5.545323], [4.510287, 2.814081, 4.945620], [5.055401, 1.840175, 6.943253], [5.503387, 0.632884, 7.416286], [5.599022, -0.149592, 6.298683], [4.637741, 0.443253, 3.055174]],
  "atomic_forces_ev_per_a": [[0.197, -0.167, -0.265], [0.149, 0.272, -0.314], [0.107, 0.151, 0.208], [-0.257, 0.242, 0.204], [-0.212, -0.996, -0.097], [-0.900, 0.586, 0.641], [0.665, -0.947, -0.610], [0.146, 0.791, 0.224], [0.463, 0.598, -1.013], [-0.174, -0.857, 0.141], [-0.038, 0.789, 0.221], [0.289, -0.913, -0.037], [0.569, 1.099, -0.282], [-0.627, -0.785, 0.486], [0.267, -0.660, -0.141], [-0.222, 0.433, 0.185], [-0.200, 0.740, 0.169], [-0.005, -0.411, 0.270], [0.013, -0.200, -0.140], [0.123, 0.010, -0.165], [0.058, 0.284, -0.030], [0.228, 0.414, 0.114], [-0.244, -0.296, -0.535], [0.148, 0.148, 0.192], [0.139, 0.145, -0.081], [-0.147, 0.114, 0.218], [0.355, -0.078, -0.196], [-0.090, -0.257, -0.103], [-0.188, -0.177, 0.173], [-0.274, 0.254, 0.278], [-0.163, -0.063, 0.399], [-0.012, -0.251, -0.009], [0.101, 0.295, -1.416], [-0.347, 0.699, -1.193], [0.086, -1.483, 1.704], [0.495, -2.189, -0.293], [-0.873, 2.499, 0.211], [0.163, 0.160, 0.040], [-0.980, 1.877, 0.771], [-0.041, 0.025, -2.983], [-1.296, 1.754, 1.413], [0.826, -1.818, 1.630], [1.574, -1.501, -0.795], [-0.109, 1.704, 1.827], [-0.055, -1.402, -0.779], [0.268, -1.091, 0.832], [-0.253, 0.111, -0.776], [0.383, -1.394, -2.696], [-0.399, 1.911, 2.623], [0.292, -0.166, -0.229]]
}

{
  "formula": "C16H16Al2B2Br8O16",
  "method": "ωB97M-V/def2-TZVPD",
  "total_energy_ha": -22948.2388,
  "e_lumo_ev": -16.69,
  "multiplicity": 1,
  "de_lowest_ev": 2.167,
  "gap_ev": 2.059,
  "largest_force_ev_per_a": 7.28,
  "charge": 4,
  "species": ["Al", "Al", "O", "C", "O", "B", "O", "C", "O", "O", "C", "O", "C", "O", "O", "O", "C", "O", "B", "O", "C", "O", "O", "C", "O", "C", "O", "O", "Br", "C", "C", "Br", "H", "H", "H", "H", "Br", "C", "C", "Br", "H", "H", "H", "H", "Br", "C", "C", "Br", "H", "H", "H", "H", "Br", "C", "C", "Br", "H", "H", "H", "H"],
  "coordinates": [[-6.104292, 7.015755, -20.905364], [-10.009720, -1.642610, -24.600158], [-8.007952, 0.400735, -25.568700], [-7.238801, 1.361195, -25.766537], [-6.262212, 1.763801, -24.892326], [-5.589892, 2.979413, -25.286976], [-6.232801, 3.283957, -26.608286], [-7.044981, 2.345912, -26.967278], [-7.754655, 2.342157, -27.921008], [-4.125298, 2.780409, -25.206886], [-3.653173, 3.725348, -24.458293], [-2.443217, 3.852911, -24.160054], [-4.751998, 4.602019, -23.890408], [-5.867378, 4.089547, -24.253770], [-4.632516, 5.462368, -23.062881], [-7.696422, 6.976844, -23.313529], [-8.400375, 6.179068, -23.975329], [-9.152701, 5.245546, -23.530859], [-9.788626, 4.598481, -24.663935], [-9.145470, 5.079675, -25.882826], [-8.381667, 6.052464, -25.554061], [-7.684522, 6.680808, -26.289187], [-9.532072, 3.140763, -24.621858], [-10.669323, 2.508894, -24.823065], [-10.700966, 1.260739, -24.856396], [-11.803852, 3.558220, -25.008281], [-11.250596, 4.721742, -24.677838], [-13.007085, 3.337409, -25.126902], [-15.025092, 3.911301, -29.694248], [-15.952452, 2.781436, -28.351790], [-14.915813, 2.135533, -27.479208], [-16.031304, 1.177764, -26.158445], [-16.631020, 2.072465, -28.826132], [-16.687489, 3.422008, -27.864475], [-14.312143, 2.883793, -26.965605], [-14.305995, 1.447325, -28.064509], [-10.259313, 6.741647, -29.618610], [-9.973631, 4.836339, -29.207845], [-11.256115, 4.280329, -28.712036], [-11.183277, 2.287016, -28.609599], [-9.118307, 4.811664, -28.532618], [-9.706298, 4.354782, -30.148445], [-12.010767, 4.519981, -29.461151], [-11.412032, 4.733691, -27.733136], [-17.220822, 1.496650, -21.558968], [-15.996470, 0.164258, -22.298700], [-14.802333, 0.809636, -22.878893], [-13.556664, -0.560776, -23.663816], [-16.527307, -0.374510, -23.083591], [-15.678672, -0.509842, -21.503280], [-14.195509, 1.137777, -22.034975], [-14.905735, 1.726337, -23.459466], [-16.591050, 4.267433, -24.359422], [-15.075038, 4.812732, -23.294339], [-15.411532, 4.800072, -21.796023], [-14.731909, 6.512739, -21.038088], [-14.678707, 5.770880, -23.630437], [-14.208013, 4.154859, -23.354132], [-15.010052, 4.006521, -21.165794], [-16.479223, 4.687816, -21.607535]],
  "atomic_forces_ev_per_a": [[0.078, 0.078, -0.279], [0.250, 0.427, -0.118], [2.607, 3.727, -1.290], [0.125, -3.365, 3.182], [-1.969, -1.169, -0.665], [-1.030, -0.564, 0.072], [1.572, 0.514, 0.627], [-1.606, 0.735, -0.277], [-0.072, -0.294, -0.462], [-1.355, 0.914, -0.390], [7.205, -1.033, 0.120], [-4.438, 0.034, -0.830], [-1.101, 1.782, 2.816], [-0.913, -1.150, -2.171], [0.488, -0.037, -0.574], [-2.214, -2.613, -2.084], [3.499, 3.376, 2.222], [-0.815, -0.161, 0.176], [-0.318, -1.943, 0.055], [-1.331, -0.579, 0.051], [1.894, 1.634, -0.660], [-0.112, 0.205, 0.304], [-0.852, 0.380, 0.102], [1.344, -4.136, -0.654], [-1.037, 3.289, 0.113], [-1.624, -0.355, 1.613], [-0.507, -0.145, -0.833], [2.316, 0.432, -0.172], [-0.570, -0.706, 0.735], [-0.760, 0.597, -0.952], [-0.484, 0.597, -0.332], [0.538, 0.518, 0.265], [0.568, -0.252, -0.593], [0.505, 0.407, 0.369], [0.070, -0.426, 0.305], [-0.041, -0.302, 0.416], [0.269, -0.576, 0.289], [0.813, 0.040, -1.053], [-0.042, -0.027, 0.204], [0.094, 1.093, 0.180], [-0.064, -0.091, 0.028], [0.286, 0.258, -0.096], [-0.326, -0.211, 0.484], [-0.727, -0.476, 0.012], [0.435, -0.188, -0.370], [-0.828, -0.899, -0.631], [2.380, 0.878, 1.196], [-1.201, 0.864, -0.022], [-0.374, -0.086, 0.403], [-0.403, 0.036, 0.051], [0.156, 0.045, 0.039], [-0.207, -0.661, -0.772], [0.825, -0.251, 0.004], [0.085, -0.329, 1.458], [-0.767, 0.469, 0.990], [-0.513, -0.976, -0.630], [-0.357, 0.309, -0.520], [-0.065, -0.429, -0.873], [0.641, 0.045, -0.522], [-0.021, 0.753, -0.056]]
}